No. 1
ORCA calculation (the ωB97M-V functional and the def2-TZVPD basis) on 5 unconnected molecules or ions with the total composition C22H31F12N5O8S.

Atoms and positions in Å:
S 4.1662 5.1580 -1.6766
F -2.6098 1.7575 -4.6748
F -0.5662 1.9654 -3.9430
F -8.9249 -4.1161 7.8320
F -4.0888 -1.0135 2.9906
F -9.6937 -2.6276 9.2251
F -10.4585 -2.7076 7.1846
F -4.1434 -3.0191 3.8403
F 2.1113 -1.9484 -0.6173
F 4.0057 -0.9051 -0.3385
F 3.8496 -2.5126 -1.8037
F -2.6228 -1.5997 4.4948
F -0.9634 0.8159 -5.7508
O -7.9346 -0.7921 8.0412
O 5.1728 -3.5368 0.3399
O -2.1149 -3.7070 2.0301
O -1.7558 -1.4695 1.6701
O -0.6833 4.2725 -5.5332
O -7.6751 -2.2550 6.2928
O -1.6717 3.0180 -7.1806
O 3.1638 -3.5266 1.4482
N 1.9053 2.4330 -2.5320
N 1.3795 1.3446 -0.4173
N 5.4835 2.4396 -4.1330
N 6.4255 0.7128 0.4884
N 1.3804 3.7802 -0.4303
C -1.6239 4.1503 -8.0620
C -1.5153 -2.1087 -0.6601
C 5.1059 2.8029 -2.9524
C 3.4596 -2.1361 -0.5518
C 5.6978 -4.4514 1.3141
C -1.3211 1.9472 -5.0776
C -2.3501 -2.5323 2.3009
C 3.6665 2.4296 -0.6184
C 6.1168 3.4205 -0.5856
C 6.5632 1.9098 -0.0440
C -0.8057 -1.7941 0.6437
C -6.6728 -1.3945 5.7304
C -5.3324 -1.6259 6.4028
C -0.2486 4.2805 -8.6895
C 4.6982 3.3747 -1.4707
C -9.3203 -2.8140 7.9276
C 2.0855 2.5748 -1.0258
C -3.2968 -2.0472 3.3973
C -1.1639 3.2109 -5.9214
C -8.2418 -1.8343 7.4686
C 3.8725 -3.1409 0.5222
C 5.2717 -5.8725 0.9960
H -0.1687 -0.9132 0.5106
H 2.0354 4.3802 0.1390
H 0.5144 4.4828 -7.9312
H -4.5506 -1.0305 5.9232
H -0.7929 -2.2776 -1.4633
H 0.8908 4.3531 -1.1605
H -0.2321 5.0927 -9.4214
H -6.5976 -1.6470 4.6673
H -0.1545 -2.6174 0.9593
H 2.8159 5.2489 -2.0975
H -2.3687 3.9743 -8.8456
H -5.3702 -1.3570 7.4631
H -1.9186 5.0669 -7.5382
H 4.1849 -5.9840 1.0635
H 3.9685 1.3015 -0.8672
H 1.0408 2.9650 -2.8346
H -6.9802 -0.3441 5.7906
H -2.1781 -1.2855 -0.9458
H -2.1410 -3.0016 -0.5644
H 5.5554 -6.1394 -0.0271
H 6.9801 3.8000 -1.2911
H 6.7894 -4.3766 1.2640
H 1.4851 1.5145 0.6280
H 0.0373 3.3482 -9.1869
H 1.8742 0.4663 -0.6882
H 5.4014 -4.1568 2.3274
H 3.8612 2.5501 0.5462
H 5.9260 4.1197 0.3429
H -5.0544 -2.6835 6.3530
H 1.6301 1.4199 -2.6950
H 5.7352 -6.5801 1.6888

Values from the calculation:
calculated total energy: -90587.3872 eV
E_HOMO: -9.7 eV
E_LUMO: -0.1 eV
HOMO-LUMO gap: 9.51 eV

No. 2
ORCA calculation (the ωB97M-V functional and the def2-TZVPD basis) on a molecular structure, C22H31FeGe2N3O5S.

Atoms and positions in Å:
Ge -0.2420 -1.8286 0.3689
Ge -0.1308 2.4549 0.3224
Fe 1.1738 0.3120 0.4414
S 3.2167 0.4903 -0.8442
O 0.6148 1.7762 1.9375
O -1.2335 2.8938 4.0922
O 0.4425 -0.9877 1.9436
O -2.0258 0.5434 5.7328
O -1.4829 -1.8848 4.1308
N 5.7387 0.5038 -0.1284
N 2.8978 0.2236 2.0350
N 4.2180 0.3012 1.5875
C -2.3647 -0.7171 -4.3568
C -1.9661 3.0906 0.8916
C 1.4847 -4.1575 -0.6380
C -1.0887 -0.7541 3.8702
C 1.5259 -2.8215 0.0884
C 1.2985 3.7944 -0.1589
C -0.9457 1.7281 3.8581
C -1.7903 -0.1605 -3.2326
C -0.1726 0.9198 -1.0320
C 1.0973 4.4707 -1.5094
C -1.6610 -2.8946 -3.6548
C 4.4675 0.4288 0.2709
C -0.1465 1.1428 2.8632
C -1.0855 -2.3384 -2.5310
C -0.5634 -0.3820 -1.0820
C -0.2397 -0.2680 2.8608
C -1.1148 -0.9600 -2.3014
C -2.8199 3.5511 -0.2796
C -1.4845 0.5122 4.6818
C -2.8630 -3.3339 0.0940
C -2.2977 -2.0830 -4.5808
C -1.9379 -2.6746 1.1021
H 4.9768 0.3297 2.2623
H 2.4542 -4.6491 -0.5796
H -0.5942 -2.9882 -1.8198
H -1.8040 3.8979 1.6088
H 2.2586 3.2750 -0.1344
H 0.7497 -4.8183 -0.1848
H 1.9098 5.1702 -1.6932
H -1.6093 -3.3778 1.8689
H 1.8964 -2.9772 1.1024
H 1.2482 -4.0357 -1.6912
H 5.9269 0.5409 -1.1165
H -1.8917 0.9008 -3.0669
H 0.1653 5.0302 -1.5310
H -2.4730 -1.8728 1.6149
H -1.6191 -3.9622 -3.8058
H 2.7480 -0.6158 2.5935
H -3.7856 3.9065 0.0732
H 2.6484 1.0357 2.6000
H -0.1086 1.4253 -1.9938
H -2.8757 -0.0792 -5.0591
H 1.2985 4.5463 0.6314
H -2.7420 -2.5150 -5.4629
H -2.4174 -4.2189 -0.3527
H 2.2054 -2.1358 -0.4262
H -3.7787 -3.6378 0.5975
H -2.4522 2.2743 1.4283
H -2.3406 4.3696 -0.8108
H -2.9885 2.7363 -0.9821
H 1.0870 3.7457 -2.3210
H 6.5144 0.4496 0.5111
H -3.1265 -2.6400 -0.7024

Values from the calculation:
relative energy (zero: lowest compared OMol25 entry of this formula, charge and spin): 31.98 kcal/mol
spin multiplicity: 6
calculated total energy: -196269.9223 eV
E_HOMO (alpha / beta): -8.0 / -9.7 eV
E_LUMO (alpha / beta): -3.9 / -4.4 eV
expectation value of S²: 8.786
HOMO-LUMO gap (alpha / beta): 4.09 / 5.32 eV
charge: +1

No. 3
ORCA calculation (the ωB97M-V functional and the def2-TZVPD basis) on a molecular structure, C22H31N2O3.

Atoms and positions in Å:
O 4.2010 1.3910 0.7077
O -7.7620 -1.4327 0.3068
O 1.5862 2.6268 -1.5764
N 0.0071 1.3092 0.5848
N -2.4878 0.4939 -0.2275
C -4.4302 -0.1223 1.1722
C 5.6483 -2.3002 -0.5684
C -2.1603 1.6759 0.1687
C 4.7699 -0.3151 -1.2197
C 5.1742 -0.1526 2.4852
C 5.1871 -0.7873 1.1907
C 4.6829 0.2705 -0.1375
C -0.7812 2.1194 -0.1762
C -1.5935 -0.4974 0.5502
C 2.1058 1.9474 -0.5470
C 5.1585 -1.7927 -1.5239
C 3.6735 2.3473 -0.3157
C -6.5891 -0.9594 0.2584
C -0.0745 -0.1692 0.1212
C 5.5253 -2.0452 0.8910
C -4.6529 -0.3881 -1.3170
C 1.5107 1.9459 0.5369
C -6.0323 -0.9527 -0.8917
C -3.9473 -0.0100 -0.1792
C -5.8312 -0.2910 1.3409
C -8.5781 -1.6541 -0.5210
C 6.1698 -3.6262 -0.8270
H 4.1341 -0.1263 2.8339
H -3.1510 2.5134 -0.3400
H -6.3428 -0.4338 2.1907
H 5.8774 -4.0864 -1.6189
H -8.6227 -0.7488 -1.3453
H -6.5743 -1.1040 -1.8846
H 2.3763 0.7774 -1.1565
H 0.1162 -0.2190 -0.9188
H -8.1729 -2.5625 -1.1492
H -0.6678 3.3064 0.0479
H -9.4260 -1.9214 -0.1471
H 1.3398 2.9037 1.1107
H 2.1791 3.0924 -2.3375
H 5.6951 -4.5269 -0.1687
H 4.4272 0.2202 -1.8538
H 5.5284 -1.0494 3.0750
H 1.8876 1.2040 1.2290
H -0.6876 2.2308 -1.3613
H 0.8009 -0.5711 0.4950
H -1.6505 -1.4031 0.3293
H -4.2133 -0.4396 -2.2498
H 3.5506 3.2779 0.3700
H 7.2394 -3.8461 -0.9308
H 5.8045 0.6742 2.6365
H -2.4209 1.9980 1.1020
H 5.0311 -1.7980 -2.4589
H 5.9367 -2.7266 1.5644
H 4.1690 2.2739 -1.2672
H -2.3129 0.3321 -1.3986
H -3.8873 0.0302 1.9437
H -1.5603 -0.4446 1.6160

Values from the calculation:
relative energy (zero: lowest compared OMol25 entry of this formula, charge and spin): 543.01 kcal/mol
calculated total energy: -32411.3707 eV
E_HOMO: -10.7 eV
E_LUMO: -2.9 eV
HOMO-LUMO gap: 7.83 eV
charge: +1

> Among the records above, which one has the highest calculated total energy?

C22H31N2O3